[1]
DFT (ωB97M-V with the def2-TZVPD basis set) results for 2 unconnected molecules or ions with the total composition C2H9NO3 at a distorted geometry.

Last column: natural (NBO) charge in e.
CARTESIAN COORDINATES (ANGSTROEM)
C  -2.35347  -1.65463  -0.54469  -0.40
C  -0.34344  -0.53956  -0.76048  -0.41
H  0.54969  1.85768  1.70491  0.45
H  2.85871  0.30114  1.08160  0.46
H  -2.65048  -1.18305  0.41417  0.15
H  -1.81584  -2.58784  -0.30972  0.19
H  -3.25657  -1.92519  -1.07894  0.19
H  -2.08038  -0.00021  -1.56648  0.34
H  -0.04121  0.32888  -1.38922  0.20
H  0.44911  -1.30019  -0.89760  0.19
H  -0.49009  -0.24374  0.31862  0.16
N  -1.56536  -0.85369  -1.37191  -0.62
O  0.99021  2.13411  0.93964  -0.43
O  1.24984  0.86544  0.34413  -0.05
O  1.96195  -0.01286  1.11087  -0.42

Computed properties:
Structure (SMILES) ... CNC.OOO
Total charge ... 0
Kohn-Sham gap ... 9.15 eV
Relative energy (zero: lowest compared OMol25 entry of this formula, charge and spin) ... 753.7 kJ/mol
Highest occupied orbital energy ... -8.49 eV
Molecular weight ... 95.10 g/mol

---

[2]
DFT (ωB97M-V with the def2-TZVPD basis set) results for 3 unconnected molecules or ions with the total composition C2H9NO4.

Last column: natural (NBO) charge in e.
CARTESIAN COORDINATES (ANGSTROEM)
O  0.37046  0.76114  -2.16337  -0.60
C  -0.66842  1.16801  -2.61869  0.53
N  -1.82172  1.28963  -1.90738  -0.64
C  -1.81598  0.93649  -0.48858  0.08
O  -1.85023  -0.45645  -0.26331  -0.71
H  -0.81780  1.48964  -3.66446  0.11
H  -2.67761  1.50697  -2.38563  0.40
H  -2.72270  1.36443  -0.05507  0.18
H  -0.92628  1.37792  -0.04692  0.18
H  -1.08042  -0.83076  -0.73162  0.48
H  2.57756  2.15213  1.60049  0.46
H  3.65215  1.16634  1.21714  0.47
O  2.69825  1.30178  1.16327  -0.93
H  1.13630  -4.69053  2.96518  0.47
H  2.03716  -3.81154  3.83823  0.47
O  1.90927  -4.72520  3.54071  -0.94

Computed properties:
Structure (SMILES) ... O=CNCO.O.O
Total charge ... 0
Kohn-Sham gap ... 10.91 eV
Relative energy (zero: lowest compared OMol25 entry of this formula, charge and spin) ... 89.7 kJ/mol
Highest occupied orbital energy ... -10.25 eV
Molecular weight ... 111.10 g/mol

---

[3]
DFT (ωB97M-V with the def2-TZVPD basis set) results for a gas-phase ion, C2H9NO4P (charge +1).

Last column: natural (NBO) charge in e.
CARTESIAN COORDINATES (ANGSTROEM)
C  -2.34837  -0.35157  1.15815  -0.64
C  -0.93461  -0.01823  0.75483  -0.08
O  -0.88241  -0.08895  -0.69409  -0.33
N  0.21723  0.60416  -1.21627  -0.52
P  1.93239  -0.09528  -1.03498  2.44
O  2.51774  0.20866  -2.31746  -1.00
O  2.47990  0.53275  0.29068  -0.98
O  1.63642  -1.57012  -0.66800  -0.96
H  -2.45841  -0.13706  2.22086  0.25
H  -3.07135  0.23400  0.59482  0.24
H  -2.55029  -1.41236  1.02284  0.24
H  -0.64736  0.98881  1.08004  0.17
H  -0.22565  -0.72975  1.18183  0.18
H  0.06344  0.63129  -2.23129  0.47
H  0.16775  1.57634  -0.88392  0.42
H  2.33526  1.46514  0.48888  0.54
H  1.76832  -1.83782  0.25309  0.55

Computed properties:
Structure (SMILES) ... CCO[NH2+]P(=O)(O)O
Total charge ... +1
Kohn-Sham gap ... 11.96 eV
Relative energy (zero: lowest compared OMol25 entry of this formula, charge and spin) ... 0.0 kJ/mol
Highest occupied orbital energy ... -15.93 eV
Molecular weight ... 142.07 g/mol

---

[4]
DFT (ωB97M-V with the def2-TZVPD basis set) results for 2 unconnected molecules or ions with the total composition C2H9NOP at a distorted geometry.

Last column: natural (NBO) charge in e.
CARTESIAN COORDINATES (ANGSTROEM)
C  1.16070  1.83823  0.20713  -0.98
C  -2.41631  -0.25157  -0.01633  0.09
N  -2.31184  -1.33949  -0.70654  -0.65
O  1.62330  -0.68541  1.17654  -0.98
P  0.52002  0.10070  0.29082  0.90
H  2.21341  1.88445  0.68467  0.28
H  1.19287  2.05968  -0.85653  0.25
H  0.43613  2.60635  0.63363  0.25
H  -2.00294  0.73000  -0.28810  0.24
H  -3.09183  -0.21409  0.86458  0.24
H  -2.85787  -2.14560  -0.36480  0.44
H  -1.76139  -1.42156  -1.64016  0.46
H  1.55385  -0.71877  2.14912  0.52
H  0.84819  -0.44102  -0.88606  -0.07

Computed properties:
Total charge ... +1
Kohn-Sham gap ... 7.66 eV
Relative energy (zero: lowest compared OMol25 entry of this formula, charge and spin) ... 99.2 kJ/mol
Highest occupied orbital energy ... -12.58 eV
Molecular weight ... 94.07 g/mol

---

[5]
DFT (ωB97M-V with the def2-TZVPD basis set) results for 2 unconnected molecules or ions with the total composition C2H9NOP2 at a distorted geometry.

Last column: natural (NBO) charge in e.
CARTESIAN COORDINATES (ANGSTROEM)
C  -1.67593  -1.01167  -0.91485  -0.62
C  -0.52539  -0.37924  -0.09483  0.18
N  0.43731  -1.36462  0.09626  -0.62
O  0.01348  0.75726  -0.75565  -0.74
P  1.55858  1.63777  1.27745  0.05
P  2.89512  -0.01270  1.40651  0.21
H  -2.54457  -0.35848  -0.93901  0.20
H  -1.94397  -1.96014  -0.45994  0.23
H  -1.32093  -1.19570  -1.92671  0.21
H  -0.92144  -0.07583  0.89455  0.16
H  1.10081  -1.35668  -0.67390  0.34
H  -0.69344  1.38896  -0.92342  0.47
H  2.33327  2.48422  2.09362  -0.02
H  2.07648  2.19427  0.11183  -0.01
H  2.43913  -0.32443  2.70031  -0.04

Computed properties:
Total charge ... 0
Kohn-Sham gap ... 5.84 eV
Relative energy (zero: lowest compared OMol25 entry of this formula, charge and spin) ... 359.4 kJ/mol
Highest occupied orbital energy ... -7.73 eV
Molecular weight ... 125.05 g/mol

---

[6]
DFT (ωB97M-V with the def2-TZVPD basis set) results for 2 unconnected molecules or ions with the total composition C2H9NOS at a distorted geometry.

Last column: natural (NBO) charge in e.
CARTESIAN COORDINATES (ANGSTROEM)
C  2.67769  -0.06588  0.93050  -0.77
S  3.67238  1.40272  0.65282  -0.04
H  3.36111  -0.94921  1.05652  0.22
H  2.14422  -0.19474  1.86531  0.22
H  2.06474  -0.30082  0.04374  0.23
H  2.78823  1.83606  -0.41148  0.14
N  -1.99113  -0.40613  -1.61414  -0.86
C  -1.62545  -0.39431  -0.14198  0.07
O  -2.33964  0.58216  0.63955  -0.72
H  -2.83509  -0.95810  -1.73405  0.35
H  -2.21553  0.47075  -2.01123  0.36
H  -1.82428  -1.41889  0.30875  0.17
H  -0.59895  0.06204  -0.07452  0.18
H  -3.27831  0.33435  0.49020  0.45

Computed properties:
Structure (SMILES) ... NCO.CS
Total charge ... 0
Kohn-Sham gap ... 9.74 eV
Relative energy (zero: lowest compared OMol25 entry of this formula, charge and spin) ... 105.7 kJ/mol
Highest occupied orbital energy ... -8.99 eV
Molecular weight ... 95.17 g/mol

---

[7]
DFT (ωB97M-V with the def2-TZVPD basis set) results for 2 unconnected molecules or ions with the total composition C2H9NOS2 at a distorted geometry.

Last column: natural (NBO) charge in e.
CARTESIAN COORDINATES (ANGSTROEM)
N  0.41968  -1.64836  -0.89378  -0.84
C  -0.88434  -1.06571  -1.13803  -0.22
C  -0.93062  0.45545  -0.83301  -0.55
S  -0.91225  0.84972  0.91247  0.08
S  -0.80327  2.93784  0.81094  -0.13
H  0.71026  -1.56536  0.06974  0.35
H  0.37436  -2.64555  -1.06710  0.36
H  -1.64882  -1.50897  -0.49559  0.17
H  -1.20526  -1.02004  -2.18986  0.21
H  -1.89034  0.75150  -1.27749  0.22
H  -0.11687  0.94450  -1.35204  0.23
H  0.53880  3.06888  0.84108  0.13
H  1.47578  0.59162  2.13809  0.47
H  2.54964  -0.45516  1.97049  0.46
O  2.32325  0.30963  2.50409  -0.94

Computed properties:
Structure (SMILES) ... NCCSS.O
Total charge ... 0
Kohn-Sham gap ... 9.79 eV
Relative energy (zero: lowest compared OMol25 entry of this formula, charge and spin) ... 22.9 kJ/mol
Highest occupied orbital energy ... -9.52 eV
Molecular weight ... 127.23 g/mol

---

[8]
DFT (ωB97M-V with the def2-TZVPD basis set) results for 3 unconnected molecules or ions with the total composition C2H9NS at a distorted geometry.

Last column: Mulliken spin population.
CARTESIAN COORDINATES (ANGSTROEM)
N  2.23189  1.12604  1.25449  2.42
H  2.30431  1.56948  2.17023  -0.70
H  -2.35890  -2.18745  1.78423  0.01
H  3.21444  0.86430  1.09458  -0.62
H  2.18121  1.83133  0.51088  -0.48
C  -1.45020  -0.10324  -1.25542  0.09
C  -0.03658  -0.12723  -0.82836  0.18
S  -0.29901  -0.33730  -2.69101  0.52
H  -2.73799  -2.19438  1.15231  0.02
H  -1.90508  0.84834  -1.01783  -0.02
H  -1.96010  -1.05185  -1.18487  -0.02
H  0.56167  0.77545  -0.72855  -0.08
H  0.25436  -1.01349  -0.26067  -0.31

Computed properties:
Total charge ... -1
2S+1 ... 2
Kohn-Sham gap (spin up / spin down) ... 2.24 / 8.94 eV
Relative energy (zero: lowest compared OMol25 entry of this formula, charge and spin) ... 146.0 kJ/mol
Highest occupied orbital energy (spin up / spin down) ... 1.18 / -5.30 eV
Molecular weight ... 79.17 g/mol
<S²> ... 0.750

---

[9]
DFT (ωB97M-V with the def2-TZVPD basis set) results for 2 unconnected molecules or ions with the total composition C2H9NS at a distorted geometry.

Last column: natural (NBO) charge in e.
CARTESIAN COORDINATES (ANGSTROEM)
S  -2.35425  -0.60021  1.06350  -0.32
H  -2.84692  -1.33845  0.02820  0.14
C  1.26344  -0.78695  0.30666  -0.64
C  0.56397  0.10207  -0.68231  -0.21
N  -0.10699  1.25078  -0.00053  -0.86
H  1.49517  -1.76793  -0.01211  0.22
H  0.74543  -0.98264  1.24836  0.23
H  2.16641  -0.14549  0.45940  0.20
H  -0.15640  -0.29939  -1.34171  0.18
H  1.23754  0.59296  -1.45728  0.16
H  0.53271  1.51283  0.79608  0.36
H  -0.26893  1.93462  -0.71560  0.36
H  -2.27118  0.52781  0.30736  0.18

Computed properties:
Structure (SMILES) ... CCN.S
Total charge ... 0
Kohn-Sham gap ... 9.79 eV
Relative energy (zero: lowest compared OMol25 entry of this formula, charge and spin) ... 92.5 kJ/mol
Highest occupied orbital energy ... -8.79 eV
Molecular weight ... 79.17 g/mol

---

[10]
DFT (ωB97M-V with the def2-TZVPD basis set) results for 3 unconnected molecules or ions with the total composition C2H9NS at a distorted geometry.

Last column: natural (NBO) charge in e.
CARTESIAN COORDINATES (ANGSTROEM)
N  0.42567  -1.96123  -1.76727  -1.09
H  1.10680  -2.23142  -2.42390  0.36
H  -2.40629  2.54829  -1.41561  0.01
H  0.88432  -1.56853  -0.96317  0.36
H  -0.26104  -2.66465  -1.53411  0.37
C  0.09808  0.80938  0.70796  -0.50
C  0.58616  0.01200  1.89664  -0.49
S  -1.22861  0.29774  1.82004  0.11
H  -1.78529  2.77871  -1.11579  -0.01
H  0.09566  0.38153  -0.28433  0.23
H  0.27688  1.87321  0.72301  0.22
H  1.10081  -0.92834  1.75970  0.22
H  1.10686  0.65330  2.59682  0.22

Computed properties:
Structure (SMILES) ... [H][H].C1CS1.N
Total charge ... 0
Kohn-Sham gap ... 9.86 eV
Relative energy (zero: lowest compared OMol25 entry of this formula, charge and spin) ... 165.6 kJ/mol
Highest occupied orbital energy ... -8.87 eV
Molecular weight ... 79.17 g/mol